1.
52
Properties=species:S:1:pos:R:3:forces:R:3:mulliken_charge:R:1 method="wB97M-V/def2-TZVPD" e_homo_ha=-0.1596 total_charge=-1 de_lowest_kcal_mol=224.1
Sr -1.778067 0.928886 -0.606012 0.305 0.417 -0.263 1.77
C 2.981703 6.102550 2.325088 -0.830 1.267 -0.688 -0.78
C 2.327924 5.285674 1.211578 1.002 -3.119 -0.990 0.56
O 1.420931 4.472162 1.573534 -0.685 0.467 0.352 -0.74
O 2.840355 5.278435 0.060652 -0.395 1.076 1.099 -0.70
H 2.464047 7.045115 2.147059 0.321 0.683 0.134 0.18
H 4.040587 6.261325 2.120963 -0.081 -0.139 0.249 0.25
H 2.702120 5.881017 3.355063 0.293 -0.639 -0.174 0.28
C 2.457113 -1.484690 -6.181968 0.075 -0.094 -0.501 -0.70
C 2.642744 -0.211819 -5.384713 1.082 0.425 -0.790 0.50
O 1.752978 0.153761 -4.636276 -3.128 0.204 2.236 -0.67
O 3.678739 0.436253 -5.555497 1.609 0.036 -0.670 -0.71
H 2.990834 -1.325646 -7.118959 0.077 -0.401 -0.029 0.24
H 1.405443 -1.679205 -6.392381 -0.025 -0.098 0.144 0.23
H 2.893593 -2.309736 -5.619047 0.008 -0.165 -0.145 0.16
C -6.670694 5.633275 -0.789032 0.682 -0.515 -1.273 -0.65
C -5.854640 4.503798 -1.436670 0.585 -3.818 0.758 0.54
O -4.802403 4.670555 -2.073999 0.130 1.614 -0.225 -0.72
O -6.223363 3.289644 -1.152589 -0.475 1.284 0.271 -0.76
H -6.111361 5.888626 0.110992 -0.332 0.240 0.065 0.17
H -7.683838 5.275749 -0.605157 0.173 0.216 0.200 0.23
H -6.636181 6.436430 -1.525151 -0.218 0.386 0.392 0.25
C 4.247075 -2.654558 4.638540 -0.350 0.209 -0.555 -0.77
O 3.199775 -2.436237 3.671370 0.720 -0.743 -0.591 -0.32
C 3.654552 -2.512723 2.285106 -1.248 0.593 0.119 -0.50
C 2.581250 -1.798802 1.422518 0.940 0.913 0.227 -0.90
N 1.129588 -2.208003 1.507405 1.576 0.321 -0.440 -0.33
C 0.920736 -3.508961 0.847070 -1.560 0.366 -0.038 -0.63
C -0.600706 -3.881293 0.815360 1.040 -0.271 0.168 -0.65
O -1.356503 -2.986822 0.020065 0.668 0.568 -0.262 -0.26
C -2.703413 -3.347509 -0.040212 -0.792 0.222 -0.095 -0.80
H 4.706221 -3.628717 4.470314 0.194 0.012 0.074 0.31
H 3.869404 -2.600907 5.659607 -0.560 -0.210 -0.238 0.26
H 4.980178 -1.848712 4.602953 0.275 -0.043 -0.398 0.30
H 3.825155 -3.472398 1.797222 0.007 -0.878 1.071 0.33
H 4.595006 -1.970787 2.185298 0.011 0.225 -0.040 0.43
H 2.974872 -1.751891 0.407155 -0.470 -0.773 -0.412 0.45
H 2.805863 -0.760979 1.668600 -1.306 0.387 0.464 0.36
H 1.019201 -2.462898 2.478458 -0.245 0.548 0.506 0.34
H 1.487326 -4.206222 1.464226 -0.166 -0.883 -0.662 0.38
H 1.190978 -3.504103 -0.208878 0.630 0.142 0.170 0.36
H -0.997339 -3.963096 1.827340 -0.195 0.276 0.264 0.37
H -0.740362 -4.858512 0.353141 0.345 -0.342 0.080 0.40
H -3.219140 -2.918894 0.819090 -0.326 -0.234 0.198 0.30
H -2.897360 -4.417802 -0.110739 0.314 -0.234 0.308 0.30
H -3.169240 -2.959804 -0.946187 0.217 0.354 -0.120 0.28
O -4.115374 -0.395073 2.995886 0.231 -0.001 -0.383 -0.61
H -4.030941 -1.024980 3.711640 0.075 -0.188 0.163 0.31
H -4.647236 0.312424 3.360316 -0.204 0.255 0.043 0.31
O -3.150774 0.080769 -4.972252 -0.036 -0.197 0.463 -0.66
H -2.642280 0.348020 -5.737928 0.320 0.030 -0.188 0.33
H -3.755075 0.807312 -4.819962 -0.279 0.248 -0.047 0.34


2.
42
Properties=species:S:1:pos:R:3:forces:R:3:mulliken_charge:R:1 method="wB97M-V/def2-TZVPD" e_homo_ha=-0.5784 total_charge=+2 de_lowest_kcal_mol=0.0
Tl -3.567641 3.092835 -0.577327 -0.225 -0.412 0.082 0.93
O 0.834249 0.880955 -1.003377 -0.361 0.712 0.575 -0.36
C -0.191891 1.559615 -0.540757 3.323 2.054 1.767 0.97
O -1.292921 1.260115 -0.920517 -3.763 -0.200 -0.663 -0.45
O -0.075951 2.451015 0.315723 0.124 1.116 0.539 -0.34
H 0.099309 0.337265 -1.296397 0.969 -3.455 -2.358 0.23
C -0.413671 -6.223875 1.261403 0.020 -0.390 0.015 -0.63
O -0.048801 -4.805575 1.224763 -0.983 0.546 0.655 -0.29
C 0.698629 -4.299235 0.311763 2.202 -0.294 -2.794 0.81
O 1.202649 -4.923555 -0.657667 -1.238 2.272 2.589 -0.45
O 0.917069 -2.913805 0.556963 -0.524 -1.807 0.392 -0.25
C 1.848509 -2.170945 -0.234567 0.263 -1.187 -0.534 -0.46
H -0.999501 -6.565465 0.408043 0.626 0.409 -0.522 0.32
H -1.115241 -6.380865 2.080703 0.497 0.574 0.346 0.26
H 0.512909 -6.776255 1.417653 -0.286 -0.136 -0.179 0.33
H 1.651929 -2.418915 -1.277627 -0.009 0.502 -0.243 0.36
H 2.875229 -2.494675 -0.063897 0.090 -0.305 0.254 0.39
H 1.844969 -1.115525 0.037783 -0.631 -0.271 0.036 0.02
C 3.197189 2.771925 -0.592587 -0.705 -0.398 0.318 -0.72
O 4.195239 3.699365 -0.083827 -0.992 -2.276 -2.372 -0.20
C 3.913179 4.717865 0.659493 0.577 0.079 1.816 0.82
O 2.809299 4.973125 1.086663 -0.210 0.501 -0.134 -0.39
O 5.070149 5.256055 0.975413 -0.435 -0.378 -1.463 -0.25
C 5.326499 6.154885 2.002123 0.068 1.148 1.792 -0.61
H 2.968889 1.973785 0.113783 0.750 0.072 0.277 0.36
H 3.429779 2.335645 -1.564007 0.952 0.364 0.202 0.39
H 2.199819 3.176975 -0.763697 -0.002 1.049 0.151 0.27
H 5.694399 5.592175 2.860093 0.184 -0.123 -0.005 0.29
H 4.444709 6.681575 2.366993 -0.118 0.045 -0.342 0.34
H 6.091259 6.864535 1.686453 -0.197 -0.190 -0.179 0.25
C -2.285091 -1.920305 -0.440447 0.003 0.043 0.503 -0.61
O -3.709811 -2.041265 -0.752367 0.535 2.031 0.425 -0.29
C -4.501841 -0.926395 -0.705207 -0.919 -1.114 -0.090 0.67
O -4.164041 0.179835 -0.278637 -0.779 -1.338 -1.127 -0.56
O -5.739571 -1.372535 -1.166417 2.638 1.017 0.650 -0.27
C -6.801951 -0.446585 -1.332767 -0.569 1.319 0.415 -0.62
H -2.017051 -2.874745 0.012663 0.084 -0.103 -0.701 0.25
H -1.893341 -1.196675 0.274383 -1.411 0.424 0.682 0.34
H -1.676771 -1.594525 -1.284197 -0.389 -0.842 -0.817 0.31
H -7.717531 -0.976825 -1.594777 0.388 -0.264 0.146 0.26
H -6.644371 0.326875 -2.084447 0.511 -0.388 -0.497 0.28
H -6.968871 0.152115 -0.437327 -0.057 -0.408 0.393 0.30


3.
17
Properties=species:S:1:pos:R:3:forces:R:3:mulliken_charge:R:1 method="wB97M-V/def2-TZVPD" e_homo_ha=-0.5490 total_charge=+1 de_lowest_kcal_mol=198.0
C 2.347705 0.076374 -0.903073 0.686 -0.498 -2.516 -0.57
C 2.714897 -1.183327 -0.190353 -1.107 0.439 2.478 -0.75
N -2.668505 -0.093813 -0.221428 -0.531 1.270 2.985 -0.14
C -2.946761 1.126668 0.537281 1.442 0.991 -0.622 -0.62
H 2.907800 0.977828 -0.719797 0.105 0.369 0.727 0.33
H 1.235683 0.353609 -0.794091 -0.037 -0.143 0.333 0.17
H 2.507240 -0.095597 -2.015675 -0.852 0.253 0.997 0.27
H 3.411717 -1.888035 -0.620992 0.041 0.124 -0.445 0.35
H 1.746873 -1.656723 0.015259 0.284 -0.780 -0.476 0.24
H 3.005224 -0.970636 0.858225 0.411 -0.023 -0.534 0.26
H -3.408116 -0.774680 -0.061247 -0.023 -0.386 -0.473 0.33
H -3.341277 1.037444 1.589540 0.256 -0.618 -0.785 0.31
H -1.974345 1.700323 0.564998 -1.285 -0.484 0.028 0.30
H -3.721265 1.748474 0.048643 0.064 -0.392 -0.149 0.33
H -1.684226 -0.403629 -0.036391 0.860 -0.077 -0.649 0.35
H 0.122558 0.128866 1.412797 -0.134 -0.124 0.090 0.33
O -0.255204 -0.083151 0.536296 -0.181 0.082 -0.989 -0.48